Entry 1:
{
  "formula": "C30H55MnN4O2P2",
  "method": "the ωB97M-V functional and the def2-TZVPD basis",
  "species": ["C", "C", "C", "C", "C", "H", "H", "H", "N", "P", "P", "C", "H", "H", "C", "O", "C", "H", "C", "C", "C", "C", "C", "H", "H", "H", "C", "H", "H", "H", "C", "H", "H", "H", "C", "H", "H", "H", "C", "H", "H", "H", "C", "H", "H", "H", "C", "H", "H", "H", "C", "H", "H", "H", "C", "H", "H", "H", "C", "H", "H", "H", "C", "H", "H", "H", "C", "H", "H", "H", "Mn", "N", "C", "C", "C", "C", "C", "H", "H", "H", "H", "H", "H", "H", "H", "H", "N", "C", "N", "O", "H", "H", "H", "H"],
  "positions_angstrom": [[-1.2826, 2.2367, 1.1381], [-2.5433, 0.5521, 0.0555], [-2.4401, 2.9417, 1.4431], [-3.6487, 1.4243, 0.0573], [-3.6090, 2.5469, 0.8343], [-2.3624, 3.7827, 2.1150], [-4.5400, 1.0501, -0.4248], [-4.5073, 3.1240, 0.9832], [-1.3136, 1.0752, 0.4605], [1.4610, 1.9997, 0.7635], [-1.1679, -1.8361, 0.1220], [0.0597, 2.7814, 1.6702], [0.1211, 3.8891, 1.6166], [0.1671, 2.5628, 2.7531], [1.9986, -0.8122, 0.0853], [3.0713, -1.2921, -0.0037], [-2.6567, -0.8360, -0.1415], [-3.2397, -1.1249, -1.0170], [-0.7635, -3.2721, -1.1678], [-2.2205, -2.4894, 1.5911], [1.7270, 3.1550, -0.7110], [2.8668, 2.0613, 2.0122], [0.6382, -3.1078, -1.7894], [1.4241, -3.1748, -1.0282], [0.7931, -3.9298, -2.5121], [0.7413, -2.1541, -2.3251], [-0.7959, -4.6579, -0.5165], [-0.0711, -4.7081, 0.3044], [-1.7910, -4.9436, -0.1579], [-0.4937, -5.4085, -1.2661], [-1.7812, -3.1543, -2.2953], [-1.5799, -3.9326, -3.0511], [-2.8222, -3.2814, -1.9653], [-1.6691, -2.1811, -2.7928], [-1.4425, -3.5197, 2.3950], [-0.3913, -3.2037, 2.5145], [-1.9076, -3.5832, 3.3899], [-1.4748, -4.5133, 1.9384], [-2.5184, -1.2939, 2.5207], [-1.5964, -0.7655, 2.8049], [-3.2030, -0.5681, 2.0609], [-3.0203, -1.6677, 3.4224], [-3.5388, -3.0504, 1.0060], [-3.9914, -2.3979, 0.2401], [-3.4219, -4.0347, 0.5379], [-4.2900, -3.0870, 1.8053], [4.1752, 1.7066, 1.2924], [4.9703, 1.6538, 2.0503], [4.1197, 0.7309, 0.7922], [4.4707, 2.4635, 0.5554], [2.5858, 1.0163, 3.1019], [1.6121, 1.1701, 3.5837], [2.6278, -0.0100, 2.7182], [3.3634, 1.1201, 3.8732], [3.0001, 3.4216, 2.7065], [2.0625, 3.7499, 3.1704], [3.7449, 3.3024, 3.5057], [3.3618, 4.2097, 2.0412], [0.3500, 3.5282, -1.2831], [-0.2250, 4.1652, -0.5961], [0.4857, 4.0870, -2.2203], [-0.2565, 2.6430, -1.5075], [2.5805, 2.4326, -1.7667], [2.0419, 1.6102, -2.2430], [2.8545, 3.1553, -2.5496], [3.5057, 2.0226, -1.3393], [2.4578, 4.4322, -0.2967], [1.9479, 4.9779, 0.5070], [3.4984, 4.2386, -0.0106], [2.4905, 5.0952, -1.1743], [0.4284, -0.0013, -0.0402], [0.2778, 0.2378, -1.9595], [-0.2721, 0.2751, -3.0248], [-1.4269, 0.4490, -3.9518], [-2.8770, -0.0453, -3.7430], [-1.5103, 1.9693, -4.0078], [-0.7711, -0.2733, -5.1240], [-2.9926, -1.1137, -3.5899], [-3.3620, 0.4481, -2.9028], [-3.5290, 0.1744, -4.6053], [-0.5232, 2.4322, -3.9257], [-2.0072, 2.4233, -4.8637], [-2.0612, 2.2983, -3.1245], [-1.3176, -0.3653, -6.0473], [0.1914, 0.1959, -5.3273], [-0.5310, -1.2923, -4.8196], [3.8051, -2.4230, 2.6361], [2.5260, -2.7048, 3.0158], [2.4333, -3.2286, 4.2901], [1.5422, -2.5079, 2.2851], [4.5618, -2.7993, 3.1891], [3.9668, -2.2108, 1.6605], [1.5000, -3.1715, 4.6721], [3.1495, -2.8910, 4.9215]],
  "forces_ev_per_a": [[0.4, 0.1, 0.4], [1.1, 1.6, 0.7], [0.7, -0.1, 0.0], [0.0, -1.2, -0.2], [-0.7, 0.6, 0.0], [-0.2, 0.2, -0.1], [-0.3, 0.2, 0.1], [-0.2, 0.1, 0.0], [-1.2, 0.4, 1.0], [0.0, 0.8, 0.3], [-0.4, -1.0, 1.3], [-0.1, 0.2, 0.0], [-0.3, -0.6, -0.1], [-0.2, -0.2, -0.6], [5.5, -3.5, 0.2], [-2.0, 1.1, 0.0], [1.6, 0.6, -4.3], [-0.6, 0.1, 0.4], [-0.8, 0.4, 0.1], [0.4, -0.5, -0.2], [0.3, 0.1, 0.6], [-0.1, 0.3, -0.3], [0.0, 0.3, 0.2], [-0.2, 0.0, -0.2], [-0.1, 0.3, 0.3], [0.1, -0.3, 0.2], [0.0, -0.1, 0.0], [-0.2, -0.1, -0.1], [0.3, 0.1, 0.0], [-0.1, 0.3, 0.1], [-0.1, -0.3, -0.4], [-0.1, 0.2, 0.2], [0.2, 0.1, 0.0], [-0.1, -0.3, 0.2], [0.1, -0.2, 0.5], [-0.5, -0.2, 0.0], [0.2, -0.2, -0.1], [0.0, 0.2, 0.2], [-0.1, 0.1, -0.1], [-0.2, -0.2, 0.0], [0.2, -0.2, 0.3], [0.2, 0.0, -0.1], [-0.4, 0.1, 0.2], [0.2, -0.4, 0.5], [0.0, 0.1, 0.4], [0.1, -0.4, 0.0], [0.2, -0.1, 0.1], [-0.1, 0.0, -0.2], [0.0, 0.3, 0.1], [-0.1, -0.2, 0.2], [0.0, -0.2, -0.1], [0.2, 0.0, 0.0], [-0.1, 0.2, 0.0], [-0.2, -0.1, -0.1], [0.3, 0.1, 0.1], [0.2, 0.0, -0.1], [-0.2, 0.1, -0.1], [-0.1, -0.2, 0.2], [-0.1, -0.1, 0.0], [0.2, -0.1, -0.2], [0.0, -0.1, 0.2], [0.1, 0.2, 0.1], [0.0, 0.0, -0.1], [0.2, 0.2, 0.1], [0.0, -0.2, 0.2], [-0.2, 0.2, -0.1], [0.0, 0.4, -0.4], [0.1, -0.1, -0.1], [-0.3, 0.1, 0.0], [0.0, 0.0, 0.2], [-1.8, 0.9, 0.7], [-2.2, 0.2, -6.6], [-0.4, -0.4, 7.0], [0.4, 0.1, -1.7], [-0.2, -0.5, 0.8], [0.3, 1.1, 0.1], [0.5, -0.2, -0.8], [0.2, -0.1, 0.0], [0.2, 0.1, 0.2], [0.8, 0.3, 0.0], [0.0, 0.0, -0.2], [-0.1, -0.5, -0.2], [0.0, 0.0, 0.0], [-0.5, 0.3, -0.3], [0.1, 0.1, -0.3], [-0.1, -0.1, 0.0], [0.1, -0.1, 0.0], [-0.7, 0.2, -0.7], [-0.1, 0.4, 0.0], [1.2, -0.3, 0.9], [-0.1, 0.1, -0.3], [0.0, -0.1, 0.2], [0.1, -0.1, 0.0], [-0.2, -0.2, 0.1]],
  "total_charge": 1,
  "gap_ev": [5.95, 5.04],
  "homo_ev": [-8.25, -8.96],
  "max_force_ev_per_a": 7.01,
  "e_above_lowest_kj_mol": 0.7,
  "spin_multiplicity": 6,
  "lumo_energy_ev": [-2.30, -3.92]
}

***

Entry 2:
{
  "formula": "C30H56BLaN8O",
  "method": "the ωB97M-V functional and the def2-TZVPD basis",
  "species": ["La", "C", "C", "C", "C", "C", "C", "C", "C", "C", "N", "N", "B", "N", "N", "C", "C", "C", "C", "C", "C", "C", "C", "C", "N", "N", "C", "C", "C", "C", "C", "C", "C", "C", "C", "H", "H", "H", "H", "H", "H", "H", "H", "H", "H", "H", "H", "H", "H", "H", "H", "H", "H", "H", "H", "H", "H", "H", "H", "H", "H", "H", "H", "H", "H", "H", "H", "H", "H", "H", "H", "H", "H", "H", "H", "H", "H", "H", "H", "H", "H", "C", "C", "C", "O", "H", "H", "H", "H", "H", "H", "N", "N", "H", "H", "H", "H"],
  "positions_angstrom": [[0.6731, -0.8667, -1.8252], [2.0972, 3.2450, -4.4094], [0.8891, 2.3526, -4.0248], [1.2259, 0.8851, -4.3621], [0.4703, 2.5921, -2.6411], [0.2074, 3.7704, -1.9540], [-0.2149, 3.4470, -0.7185], [-0.7633, 4.2804, 0.3551], [0.3047, 4.3735, 1.5175], [-1.1425, 5.6201, -0.2608], [-0.2131, 2.0380, -0.5993], [0.1036, 1.5365, -1.8189], [-0.5672, 1.1734, 0.6104], [-1.7165, 0.1903, 0.4106], [-1.4822, -0.7731, -0.5425], [-2.4996, -1.6349, -0.5839], [-3.4225, -1.2551, 0.4540], [-2.8653, -0.1418, 1.0163], [-3.4701, 0.7355, 2.0588], [-4.5736, 1.5951, 1.2781], [-4.0376, -0.1876, 3.1992], [-2.6380, -2.7137, -1.6244], [-1.9031, -2.3343, -2.9125], [-4.0446, -3.0154, -1.9278], [0.6872, 0.2935, 1.1530], [1.6859, -0.1488, 0.3242], [2.6380, -0.7343, 1.0888], [2.2351, -0.5786, 2.4124], [1.0843, 0.1580, 2.4272], [0.2967, 0.5816, 3.6676], [-0.0941, -0.5437, 4.6665], [1.1421, 1.5898, 4.3966], [3.9394, -1.3256, 0.5979], [4.2231, -2.7963, 1.1428], [5.0403, -0.2612, 0.7763], [2.1330, 3.2564, -5.4985], [1.9694, 4.2309, -4.0646], [3.0050, 2.8089, -3.9892], [0.1029, 2.6024, -4.7242], [2.1797, 0.5886, -3.9427], [0.3499, 0.1619, -4.2452], [1.4230, 0.7728, -5.4193], [0.2807, 4.8131, -2.2660], [-1.6668, 3.8347, 0.7197], [1.1235, 5.1233, 1.2206], [-0.1638, 4.7191, 2.4593], [0.8992, 3.4573, 1.6241], [-0.2941, 6.2591, -0.5630], [-1.7663, 5.4598, -1.1037], [-1.6895, 6.2032, 0.4741], [-0.7975, 1.9011, 1.5510], [-4.3572, -1.7676, 0.5925], [-2.7114, 1.4599, 2.4085], [-5.3392, 0.9078, 0.8079], [-5.1301, 2.2581, 1.9216], [-4.0183, 2.1614, 0.4979], [-4.6139, -0.9495, 2.7222], [-3.2398, -0.5755, 3.8327], [-4.6911, 0.4544, 3.7744], [-2.2758, -3.6512, -1.2529], [-1.7787, -1.2575, -2.9790], [-0.8511, -2.7980, -2.9777], [-2.3230, -2.6487, -3.8769], [-4.5714, -2.1978, -2.3738], [-4.1511, -3.9102, -2.6663], [-4.5949, -3.3390, -1.0739], [2.7687, -0.8091, 3.3088], [-0.6467, 1.0434, 3.3993], [0.8062, -0.9891, 5.2327], [-0.7580, -0.1191, 5.4346], [-0.6438, -1.3741, 4.2227], [1.8348, 1.1268, 5.1137], [1.7181, 2.2288, 3.7361], [0.5446, 2.2363, 5.0785], [3.7765, -1.4676, -0.5363], [3.9930, -2.7452, 2.1633], [3.4561, -3.2970, 0.6192], [5.1943, -3.2251, 0.9752], [5.1200, 0.1878, 1.7836], [5.9915, -0.6689, 0.4282], [4.8545, 0.5821, 0.1067], [-0.0969, -2.9198, 1.4450], [0.5886, -3.6010, 0.3419], [0.5542, -5.0865, 0.3872], [1.2150, -3.0269, -0.5126], [0.0353, -3.5188, 2.3676], [-1.1573, -2.9156, 1.2464], [0.2562, -1.9090, 1.6706], [1.4129, -5.5677, -0.1044], [-0.2967, -5.3614, -0.2979], [0.5493, -5.5110, 1.3591], [1.5491, -2.6792, -3.6520], [2.6611, -1.8877, -3.9337], [1.7750, -3.6020, -3.2287], [1.0655, -2.8095, -4.5460], [2.5918, -1.4445, -4.8026], [3.5506, -2.3560, -3.7441]],
  "forces_ev_per_a": [[0.7, -0.5, 0.1], [-0.4, -1.8, -0.5], [0.8, -0.3, -1.2], [-0.9, 0.0, -0.2], [-1.6, -1.9, 1.9], [0.7, 1.2, -1.2], [-0.7, -3.5, 1.6], [1.7, 0.9, 0.6], [0.7, 1.4, -0.9], [0.6, 0.9, 1.2], [-0.4, 2.0, -1.0], [1.5, 0.9, -1.1], [0.5, 0.5, 2.0], [-0.1, -2.0, -1.3], [0.5, -0.1, -1.0], [-1.0, 1.1, 1.6], [1.1, -1.6, -2.2], [-0.1, 1.6, 1.1], [-0.9, 0.2, -0.2], [0.5, -1.5, -0.2], [0.6, 2.1, -0.8], [0.7, 0.5, -0.4], [2.2, -0.7, -0.5], [-1.7, -2.1, -1.9], [0.1, 1.7, -0.8], [0.3, -0.9, -0.4], [-0.6, 0.2, 0.7], [1.3, 0.2, 0.5], [-1.8, -0.9, 0.6], [0.1, -0.7, 0.1], [1.1, -0.5, 0.6], [0.2, 1.1, 1.7], [0.1, -0.2, -1.8], [-0.7, 2.8, -0.9], [0.2, 0.1, -0.3], [0.4, 0.1, 0.0], [-0.1, 1.2, 0.5], [0.1, 0.2, -0.1], [-0.6, 0.4, 0.1], [0.0, -0.3, 0.7], [0.9, 0.7, 0.3], [-0.1, 0.3, -0.5], [0.1, -0.6, -0.2], [-0.5, -0.4, 0.3], [-1.4, -0.7, 0.4], [0.4, -0.4, -0.4], [-0.6, 0.0, 0.3], [-0.1, -0.5, 0.1], [-0.7, 0.0, -0.8], [-0.2, 0.1, 0.0], [-0.2, -0.2, -0.6], [-0.1, 0.3, 0.4], [-0.4, -0.5, 0.1], [0.9, 0.7, 0.3], [0.1, 0.3, 0.3], [-0.7, -0.3, 0.4], [-0.4, -0.7, 0.1], [-0.1, -0.2, -0.1], [-0.2, -0.2, 0.5], [0.8, -0.5, 0.4], [-0.3, 0.4, -0.1], [-1.2, 0.4, 0.3], [-0.4, -0.1, 0.5], [-0.3, 0.6, -0.3], [0.4, 1.5, 1.1], [-0.4, -0.1, 0.8], [0.4, -0.3, 0.2], [0.0, 0.1, -0.4], [-1.2, 0.7, -1.0], [0.3, 0.0, -0.2], [0.0, 0.0, -0.2], [0.1, -0.2, -0.5], [0.0, 0.2, -0.1], [0.1, -0.3, -0.7], [0.4, 0.3, 1.2], [-0.1, -0.4, 1.6], [-0.6, -1.4, -0.2], [0.4, 0.2, -0.3], [0.0, -0.7, -0.3], [0.1, 0.0, 0.4], [-0.2, 0.0, 0.0], [0.1, 0.2, 1.4], [0.2, -1.4, 2.0], [0.1, -0.6, -2.3], [0.5, 1.3, -2.3], [-0.1, 0.2, -0.5], [-0.6, 0.1, 0.0], [-0.2, -0.3, -0.5], [0.0, 0.6, -0.1], [0.3, -0.1, 1.1], [-0.8, -0.2, 0.9], [-2.0, -1.2, -0.2], [2.2, 0.4, 2.7], [0.0, 0.8, -0.7], [0.0, -0.7, 0.5], [0.2, 0.3, -1.5], [-0.4, 0.3, -0.6]],
  "total_charge": 2,
  "gap_ev": 8.80,
  "homo_ev": -13.99,
  "max_force_ev_per_a": 3.89,
  "e_above_lowest_kj_mol": 145.0,
  "lumo_energy_ev": -5.19
}